(1)
This record from the OMol25 dataset describes a cluster of 15 separate species, C74H67N15O22 in total. The level of theory is the ωB97M-V functional and the def2-TZVPD basis.

- Gap between HOMO and LUMO: 8.1 eV
- Molecular weight: 1518.433 g/mol
- 2S+1: 1
- HOMO energy: -9.64 eV

```
178
Properties=species:S:1:pos:R:3:forces:R:3:mulliken_charge:R:1
O 1.87461 -4.79585 5.27625 -1.1382 -0.1516 -0.9300 -0.56
O -4.71601 -2.18507 4.66392 -0.4334 -0.3262 0.4297 -0.61
O -4.62991 4.64840 0.73015 -1.0505 0.6390 0.2636 -0.64
O -4.18753 4.24166 -7.96632 -0.8769 -0.2671 0.9135 -0.61
O 4.33031 1.55944 3.47586 0.9647 -1.6253 -0.8741 -0.56
O -2.72761 3.76181 0.30147 -0.9768 0.0054 1.0948 -0.48
O 6.99724 -1.04790 -0.03066 -0.0144 0.4839 -1.4820 -0.57
O 5.85693 0.83098 2.07845 -1.7208 -0.7445 1.7222 -0.44
O -3.85953 -2.95211 2.85011 0.5891 -0.0896 0.9869 -0.57
O 3.05261 -6.16902 -4.07230 -0.0899 0.8661 -0.0036 -0.58
O 1.26621 -7.12395 -3.40380 -0.3674 0.5331 -0.1608 -0.58
O -1.56329 -1.94407 0.16130 0.2239 2.7236 -0.5525 -0.49
O -2.37957 -2.61368 -6.80767 -0.7489 -0.1499 0.9981 -0.66
O -9.09320 -2.27462 1.52037 0.7601 -1.1632 2.0551 -0.60
O 0.42935 -6.33490 5.56475 -1.1796 -1.7583 1.9138 -0.65
O 3.82713 4.14985 -0.44626 1.6659 0.6416 -1.1413 -0.30
O -2.29847 -0.60346 -6.15932 0.2113 1.5742 0.5872 -0.58
O -9.70044 -1.62473 -0.37474 0.3664 0.1147 -1.0315 -0.61
O -3.38763 2.33498 -7.55821 0.5991 -2.4213 -0.0437 -0.55
O -2.68649 -0.30633 -0.76518 1.5053 -0.6270 0.7226 -0.13
O 8.45703 -0.23132 -1.43211 -2.2267 -0.4136 0.3478 -0.61
O 4.86689 5.36398 -2.03063 -0.7262 -2.6984 2.8917 -0.60
N 0.90064 -5.47650 4.90969 1.3062 0.8991 -1.0063 1.10
N 4.83372 4.56183 -1.02642 0.6339 2.4123 -1.1332 0.92
N 1.07882 5.41613 -2.43586 0.3212 0.8531 1.4858 -0.50
N -4.00772 3.28353 -7.21040 0.7415 2.3574 -0.4042 0.99
N 5.01356 0.64170 2.97184 0.2335 1.1329 -0.2833 1.01
N -2.74520 -1.70900 -6.05477 0.4237 -0.3124 -1.2858 1.17
N -3.76696 -2.56024 4.01096 -0.2754 1.0603 -1.0710 1.14
N -1.66394 -0.74806 -0.22028 -1.1725 -1.1310 -0.5028 1.09
N -8.85864 -1.72293 0.49609 -0.5909 1.5253 -0.9895 0.98
N -3.73831 3.90814 1.01190 2.2856 -1.7587 -0.6856 1.03
N 1.92104 -6.11255 -3.62688 0.7425 -2.1336 0.4368 0.96
N 3.08310 -2.34737 0.25937 1.3227 -1.9325 0.7832 0.07
N -0.82459 1.18387 -3.92408 -0.1876 -2.1627 1.1918 -0.23
N 1.52462 5.33244 2.81246 -0.0909 -3.6231 2.9272 -0.54
N 7.28287 -0.38550 -1.03444 1.8183 0.4810 0.9436 1.02
C 4.83600 -0.73117 3.54534 0.5212 -0.9590 -0.1360 -0.02
C 8.72903 3.21368 0.41455 -0.7642 -0.0470 -0.9045 -0.46
C -1.35306 -2.10776 3.72480 0.3783 -0.0227 1.2109 1.15
C -2.33315 -2.20018 5.98839 0.8610 0.7528 0.9021 -0.43
C 4.20820 1.95300 -3.00378 -0.4635 -1.1852 1.4113 -0.99
C 0.03354 -1.83874 5.70163 -0.5872 0.4878 -0.1387 -0.61
C 1.40577 0.83844 1.16806 1.1954 0.8491 -0.0053 -0.43
C -4.72168 3.99593 -3.01055 0.9405 -0.2231 0.2348 -0.50
C -3.84577 3.02231 2.22122 2.1109 -1.0537 0.4753 -0.65
C -7.60479 -0.93505 0.34206 0.9086 0.3254 -1.4741 -0.47
C -6.38789 0.79957 -0.84902 -0.7500 -1.0204 0.7014 -1.06
C 1.33162 5.97480 -1.44798 0.1889 -0.0386 -0.5649 0.60
C 7.61074 3.15160 1.20667 0.0171 0.3121 0.6518 -0.26
C 0.02835 -4.62980 -3.46360 -2.7429 0.4235 -0.4270 -0.73
C 6.19402 4.22744 -0.48591 1.3650 -1.3262 1.4545 -0.20
C 0.12782 -2.33289 -2.69045 0.8989 -0.7843 -0.4731 -0.33
C -3.77294 -1.94810 -5.04806 -1.9409 -2.4960 0.9591 -0.48
C 4.02333 -0.94118 4.66771 -0.0538 1.1002 -0.3754 -0.22
C 1.51684 3.20649 4.43478 0.9156 1.6749 -0.5516 -0.37
C 6.49768 1.23443 -2.80712 0.2524 0.5410 0.1691 -0.29
C 5.57835 -1.81804 3.03993 0.1416 1.1386 0.4541 -0.27
C -5.42467 -3.58340 -4.28497 -0.0352 -0.7092 -0.8476 -0.37
C 6.39253 3.71197 0.83491 -0.7736 -0.1341 -1.0062 -0.27
C -3.93640 2.52628 -4.75429 -0.2585 -0.2958 -1.3668 0.28
C -0.55513 0.21530 -0.02887 0.3899 1.1057 -0.5410 -0.76
C 5.56385 -3.05210 3.70527 -0.2260 0.2711 -0.8137 -1.01
C -7.45526 -0.09453 -0.77279 -0.7097 0.5299 0.0187 -0.16
C 0.43704 2.42265 -0.33627 -0.2162 -0.1488 0.4168 -0.74
C 6.22824 0.40413 -1.68169 -0.1249 1.5449 -2.3197 -0.86
C 3.68959 -3.31895 0.49168 -1.8101 2.3086 -0.5796 0.32
C -3.98787 -1.19466 -3.85638 0.4653 -1.3445 -1.1384 0.68
C 1.09647 -4.59183 2.65538 -0.9248 0.1248 1.2388 0.54
C -5.39433 0.71410 0.10832 0.8382 0.6465 -0.7146 0.71
C 1.61578 6.61778 -0.12535 -0.7409 -0.4531 -0.3712 -0.79
C -1.07986 -1.91715 6.58346 0.0436 -0.1955 -2.6666 -0.97
C -0.61996 3.53776 -5.13655 -0.6505 -1.0009 0.0197 -1.06
C 7.34279 4.26766 -1.30486 -0.6256 0.8639 0.6506 -0.56
C 0.31840 -5.34808 3.55127 0.7199 0.1617 -0.7514 -0.15
C -4.96203 4.58383 -5.34252 0.5441 0.9558 0.0941 -0.45
C -5.12583 4.88757 -3.96886 -0.0020 -0.1277 -1.2886 -0.68
C -0.67030 -4.93027 1.08657 -0.3162 -0.4913 -0.8407 -0.93
C -0.66460 2.16716 -4.45705 0.5327 4.1688 -1.9449 0.44
C -4.95770 3.09864 2.98604 -1.2101 0.2906 0.4110 -0.32
C -4.30643 3.44180 -5.78533 -1.0277 0.4394 3.0029 -0.80
C 5.51930 2.06217 -3.43050 0.4994 -1.8053 1.0143 -0.66
C -4.12144 1.36830 4.47785 -0.7285 0.9844 0.3892 -0.45
C -0.56636 1.49858 -0.65727 0.0714 -0.8984 0.7738 -0.56
C -0.87624 -6.03511 3.15996 1.0890 0.7062 0.9390 -0.68
C -2.83181 2.06481 2.60395 -0.7543 0.6961 -1.7630 -0.06
C 0.55173 -4.39147 1.43803 -0.8822 0.4836 -1.7519 -0.02
C -5.43540 -0.20589 1.13456 -0.4408 -1.0090 -0.3245 -0.02
C 2.09808 -3.79770 -2.72158 -0.2441 1.6646 1.0751 -0.67
C 8.57987 3.79996 -0.83200 -0.2289 -0.7437 -0.6018 -0.35
C -2.44669 -2.29313 4.61068 1.3400 -0.4006 -0.8471 -0.55
C -0.59734 -3.38538 -3.22697 0.7207 -0.0161 0.0747 -0.46
C -4.10401 2.80513 -3.39164 -0.8940 -0.1021 -1.2950 0.38
C -0.07620 -1.85645 4.27940 -1.6549 -0.6453 1.6315 -0.48
C -5.09876 2.30259 4.12133 0.3107 -0.6700 -0.0034 -0.69
C 1.50789 4.39844 3.54851 0.0267 3.1624 -2.6288 0.40
C 0.49361 -0.12232 0.82315 -1.0499 -0.3390 -0.4303 0.26
C -4.54886 -3.18108 -5.27410 1.3958 2.4409 1.0704 -0.89
C 4.01869 -2.15203 5.28270 -0.1640 -2.1097 -0.0172 -0.58
C -4.83225 -1.76765 -2.90122 0.1219 1.5195 0.3760 -0.35
C 4.73857 -3.25887 4.77693 -0.1182 1.1203 0.8283 -0.51
C -5.54852 -2.89931 -3.09108 -0.3457 -0.6503 -0.2806 -1.06
C 1.34087 -4.86036 -3.24969 1.2555 2.3786 0.5112 0.15
C -6.53672 -1.04444 1.21189 -0.9767 -0.0849 1.1412 -0.65
C 4.49132 -4.48435 0.70684 1.0895 -0.9441 0.4732 -0.98
C -2.99018 1.23512 3.69179 -0.4448 0.1233 -0.6258 -0.46
C 4.93405 0.41487 -1.23274 -1.8060 0.2941 0.9940 0.66
C 1.43653 2.12818 0.58981 -1.2178 -1.2354 0.3701 -0.46
C 1.48407 -2.56121 -2.39502 -1.1075 -1.0603 -0.3549 -0.60
C 3.90627 1.18056 -1.83044 1.6344 0.0760 -1.5834 -0.49
C -1.37854 -5.81692 1.88934 0.6645 1.0871 -0.0485 -0.70
H 7.23440 4.83538 -2.21718 0.1850 -0.5319 -0.4612 0.46
H -0.27640 -1.33641 -2.59037 -0.2505 0.0155 0.1556 0.76
H -5.76261 3.75131 2.68184 -0.0268 0.1359 0.0610 0.50
H 9.40539 3.59470 -1.49742 0.0709 0.8597 -0.4305 0.36
H 9.63840 2.69873 0.68709 0.0943 0.1559 0.0423 0.40
H 0.55820 -1.13577 1.19079 -0.0281 -0.0015 0.2238 0.13
H -2.02709 1.81557 1.92815 0.2427 0.5150 -0.1657 0.67
H -1.06058 -4.66765 0.11441 -0.1327 0.0133 -0.0992 0.39
H 1.95709 -1.78357 -1.81369 0.6861 -0.1545 -0.3262 0.51
H 5.20929 -4.55762 -0.11001 0.0419 -0.1000 0.0302 0.40
H 6.23775 -1.64297 2.20270 0.0044 -0.0139 -0.1548 0.52
H -4.23448 0.81304 5.39726 -0.1454 -0.3399 -0.1199 0.45
H -1.33889 1.79972 -1.34929 -0.1070 -0.2342 0.0781 0.94
H -1.42901 4.14007 -4.72332 0.1336 -0.0344 0.3528 0.23
H -5.19264 5.35773 -6.05967 -0.2463 -0.0669 -0.1336 0.44
H 1.94436 -3.95710 2.86657 0.3144 -0.5633 0.7813 0.67
H -8.18771 -0.05281 -1.56536 -0.3135 -0.1859 0.2020 0.53
H 2.12782 2.89079 0.91681 0.1868 -0.0971 -0.0844 0.61
H 4.66559 -0.14588 -0.34962 0.0664 -0.2233 0.0495 0.56
H 7.73199 2.61580 2.13650 -0.4787 0.2344 0.2841 0.41
H 0.37335 3.43594 -0.70450 -0.0109 -0.0733 -0.4290 0.23
H 2.46061 6.14993 0.38010 -0.1474 -0.0678 -0.2146 0.11
H -6.61027 -1.71037 2.05895 -0.0076 -0.2635 -0.0270 0.55
H 1.73596 7.70095 -0.10520 0.1848 -0.0946 -0.7072 0.43
H 5.03867 -4.40350 1.64598 0.1392 0.4015 -0.1615 -0.04
H -1.63038 -3.20723 -3.48677 -0.1429 -0.3664 -0.0553 0.53
H -3.17463 -2.23047 6.66470 -0.3355 -0.2406 -0.3807 0.54
H 4.00250 -5.44951 0.83963 -0.6714 0.2797 -0.4920 0.39
H 6.15768 -3.88071 3.34867 0.2165 0.1173 -0.1490 0.75
H -3.94154 2.05921 -2.62769 0.5343 -0.1802 -0.1218 0.38
H 0.71612 6.45088 0.46698 0.1335 -0.2232 0.2185 0.28
H -4.67196 -0.48519 1.84559 0.4596 0.7394 -0.1197 0.19
H 1.23405 2.36297 3.80502 -0.3429 -0.1891 0.6733 -0.08
H -2.33743 0.37977 3.78495 0.3593 0.2194 0.3792 0.62
H -6.33443 1.55139 -1.62253 0.0120 -0.1777 -0.2108 0.43
H 0.98335 3.48889 5.34238 -0.6079 -0.6803 -0.2556 0.45
H 4.71753 -4.21664 5.27556 -0.1608 0.0034 0.0543 0.47
H 0.81600 -1.73225 3.68360 -0.0820 0.0060 -0.1551 0.58
H -4.73643 4.23127 -1.95661 -0.3591 0.1428 0.1130 0.43
H 7.50232 1.30422 -3.19730 0.1486 -0.2058 0.1122 0.47
H -3.61408 1.56873 -5.13586 0.5193 -0.2340 0.3741 0.24
H 0.30027 4.12152 -5.11393 0.1277 -0.5575 0.5836 0.34
H 3.41774 2.35605 -3.61949 -0.1685 0.4428 0.3374 0.49
H -6.20469 -3.21043 -2.29167 -0.1057 -0.2975 -0.1092 0.51
H -5.98769 -4.48363 -4.48248 -0.1598 -0.0882 0.1592 0.37
H 1.01397 -1.68194 6.12659 0.1113 0.0563 0.0502 0.17
H -0.88770 3.44287 -6.18889 0.0657 -0.4557 -0.0484 0.37
H -1.50138 -2.16251 2.65643 -0.1020 -0.0813 -0.1105 0.25
H -4.55160 1.33891 -0.14826 0.4345 0.0966 0.7812 0.25
H -4.39174 -3.76088 -6.17163 0.0354 0.1383 0.0087 0.50
H 2.55435 3.12519 4.75890 0.1073 -0.4268 -0.1565 0.21
H 2.89495 1.11744 -1.45675 0.0391 -0.0128 0.0214 0.65
H 3.36900 -0.19491 5.09353 0.2665 0.4527 -0.2318 0.52
H -3.49055 -0.27641 -3.58088 0.3654 -0.0075 -0.4377 0.61
H 5.61221 3.65702 1.57955 -0.4085 -0.0118 -0.3120 0.35
H -0.61304 -5.40304 -3.85999 0.1822 -0.2455 -0.1074 0.42
H -6.03341 2.34056 4.66111 0.0678 0.1266 0.2020 0.41
H -1.01329 -1.68672 7.63649 0.1710 -0.3602 0.0209 0.47
H -5.52473 5.85334 -3.69577 -0.1520 -0.0183 -0.0228 0.42
H -5.02209 -1.27269 -1.96028 0.4289 0.3597 0.0118 0.48
H 5.74451 2.67297 -4.29224 0.2985 -0.0813 0.0144 0.48
H 2.14840 0.54887 1.89679 0.2822 0.1017 0.0493 0.12
H 3.38185 -2.32960 6.13669 -0.0521 0.1379 0.0923 0.35
H 0.99981 -3.71135 0.72875 0.2251 -0.0171 -0.0353 0.06
H -2.32731 -6.17524 1.51803 0.0107 -0.3523 0.3319 0.46
H -1.41846 -6.65561 3.85808 0.2158 0.0127 0.2007 0.49
H 3.12327 -3.76615 -2.38337 0.2937 -1.0032 -0.4796 0.63
```
Forces are in eV/Å.


(2)
This record from the OMol25 dataset describes a structure of composition C3H4HgO3. The level of theory is the ωB97M-V functional and the def2-TZVPD basis.

- Energy above the lowest of the compared OMol25 structures with the same formula, charge and spin: 56.81 kcal per mole
- Gap between HOMO and LUMO (spin up / spin down): 5.7 / 8.9 eV
- Charge: -1
- Expectation value of S²: 0.761
- Molecular weight: 288.652 g/mol
- 2S+1: 2
- HOMO energy (spin up / spin down): -2.05 / -5.32 eV

```
11
Properties=species:S:1:pos:R:3:forces:R:3:mulliken_spin:R:1
Hg -1.82534 -0.62996 2.96391 -0.7048 -0.0037 0.7309 0.52
O 0.54658 -0.25776 1.95066 0.9979 -0.0420 -0.6583 -0.07
O -1.02374 -0.72028 0.45990 0.2936 -0.1789 -0.9319 -0.06
O 1.10566 -0.26104 -0.18857 2.1046 -1.5665 -0.8929 0.01
C 0.75087 -0.15222 -1.49647 -4.1041 3.7075 0.3970 0.01
C 1.22488 0.85145 -2.25330 2.1052 0.0296 0.0551 -0.01
C 0.14839 -0.45089 0.78726 -1.7375 -0.1226 1.5155 0.08
H 0.55391 1.65783 -2.55052 -0.1482 -0.9882 -1.3486 0.00
H -0.36064 -0.17095 -1.70914 1.0644 -1.1482 0.9846 0.00
H -3.40011 -0.99181 4.23562 0.2787 0.0110 -0.2809 0.51
H 2.27954 1.12563 -2.19936 -0.1498 0.3021 0.4295 0.00
```
Forces are in eV/Å.


(3)
This record from the OMol25 dataset describes a cluster of 2 separate species, C4H11N2 in total. The level of theory is the ωB97M-V functional and the def2-TZVPD basis.

- Energy above the lowest of the compared OMol25 structures with the same formula, charge and spin: 53.60 kcal per mole
- Gap between HOMO and LUMO: 7.8 eV
- Charge: +1
- Molecular weight: 87.146 g/mol
- 2S+1: 1
- HOMO energy: -12.44 eV

```
17
Properties=species:S:1:pos:R:3:forces:R:3:mulliken_charge:R:1
N -1.82598 1.27483 0.34089 -0.4837 0.1703 0.9446 -0.22
N 1.86701 1.54671 -0.17545 -1.8061 -0.6129 -0.1444 -0.42
C 1.31708 0.34003 0.21286 -0.0850 -0.1202 -0.3602 0.03
C -1.70958 -0.02338 0.19285 0.9656 0.2838 -0.2726 -0.37
C 0.53974 -0.52051 -0.52620 -0.3882 0.7075 -0.2860 -0.47
C 0.45694 -1.99167 -0.18525 -0.5714 -0.0436 -0.1612 -1.12
H -1.92916 -0.49040 -0.78408 0.1506 0.4312 0.7516 0.40
H -1.82959 1.72520 1.28355 0.1943 -0.6579 -1.2754 0.28
H -1.57676 -0.66680 1.07136 -0.3243 0.4040 -0.3932 0.34
H -1.90269 1.89703 -0.46037 -0.2280 -0.2613 0.2766 0.27
H 2.14518 2.14984 0.56776 0.3561 0.2947 0.4518 0.26
H 1.23044 -2.53772 -0.72709 -0.0239 -0.0703 0.1072 0.32
H 0.59312 -2.15236 0.88891 0.0761 -0.0597 -0.1373 0.36
H -0.51519 -2.45030 -0.47924 0.5660 0.3297 0.1798 0.33
H 1.55482 0.03040 1.23780 0.3428 0.0837 -0.4306 0.32
H 1.40625 2.07108 -0.92730 0.5019 -0.5804 0.1605 0.24
H 0.17837 -0.20200 -1.53100 0.7572 -0.2986 0.5887 0.44
```
Forces are in eV/Å.


(4)
This record from the OMol25 dataset describes the ion CH2ClO3S with charge -1. The level of theory is the ωB97M-V functional and the def2-TZVPD basis.

- Energy above the lowest of the compared OMol25 structures with the same formula, charge and spin: 23.81 kcal per mole
- Gap between HOMO and LUMO: 8.3 eV
- Charge: -1
- Molecular weight: 129.544 g/mol
- 2S+1: 1
- HOMO energy: -4.43 eV

```
8
Properties=species:S:1:pos:R:3:forces:R:3:mulliken_charge:R:1
Cl 0.19474 -1.22769 -2.82399 -0.4039 -0.3230 -0.4634 -0.71
S 0.67563 0.21405 -0.85905 0.8035 0.9440 0.2606 0.51
O -1.11105 0.03883 1.20143 -2.1629 -1.3113 0.8769 -0.49
O 0.02722 1.51980 -1.15066 -0.3745 -1.1055 0.2401 -0.57
O 1.07128 0.37773 0.91682 1.5032 0.4228 0.4307 -0.51
C 0.02950 -0.46515 0.73036 0.5867 3.6227 -1.5350 0.05
H 0.23833 -1.42133 0.98037 -0.0689 -3.3536 0.6006 0.42
H -1.12566 0.96376 1.00472 0.1169 1.1039 -0.4104 0.31
```
Forces are in eV/Å.


Table of energy (eV), in record order: -145187.0250; -13490.7002; -7298.6238; -30569.9665